Entry from the OMol25 dataset: a cluster of 14 separate species, C19H66N16O14 in total at a distorted geometry (ωB97M-V with the def2-TZVPD basis set).

As for the HOMO-LUMO gap: 7.65 eV. Its calculated total energy is -2692.8751 a.u. As for the multiplicity: 1.

Positions of all 115 atoms, in Å:
C (-2.7671, 2.6930, 1.3537)
C (-3.0821, 1.3010, 1.9577)
O (-3.4651, 1.3900, 3.3177)
H (-2.5061, 2.7210, 0.3427)
H (-2.1061, 3.3280, 1.9867)
H (-3.7141, 3.2170, 1.3737)
H (-2.0921, 0.7540, 1.9797)
H (-3.8271, 0.7810, 1.4337)
H (-4.3251, 1.7680, 3.3467)
C (2.6309, -2.6560, 2.1307)
C (3.4119, -2.3600, 0.7817)
O (3.4219, -3.6390, 0.0017)
H (1.5639, -2.8410, 2.1007)
H (2.7549, -1.8880, 2.9187)
H (2.9779, -3.5790, 2.5467)
H (4.4859, -2.0230, 0.9347)
H (2.9979, -1.5340, 0.2667)
H (2.7109, -3.5550, -0.6473)
C (1.0699, 0.1630, 3.9797)
C (-0.1781, 1.0320, 4.0217)
O (-1.2451, 0.1590, 4.3647)
H (1.0719, -0.4490, 4.8887)
H (1.8699, 0.7800, 3.7347)
H (0.9909, -0.4710, 3.1717)
H (-0.3391, 1.5070, 3.0867)
H (-0.0941, 1.7380, 4.8617)
H (-2.0861, 0.5250, 4.0617)
C (0.0969, -0.3680, 0.3327)
C (-0.0841, 1.1430, 0.0107)
O (-1.1601, 1.2110, -0.9163)
H (-0.6011, -0.6440, 1.1377)
H (1.0669, -0.4580, 0.9507)
H (0.1389, -1.0640, -0.5283)
H (0.8519, 1.4560, -0.4873)
H (-0.2041, 1.7540, 0.9427)
H (-0.9591, 1.8740, -1.5083)
C (3.8229, 1.1980, 1.3407)
C (3.8389, 2.6990, 1.1537)
O (2.7339, 3.0830, 0.4117)
H (3.8829, 0.6770, 0.4517)
H (2.7579, 1.0180, 1.6247)
H (4.3789, 0.7220, 2.1957)
H (4.7389, 3.0220, 0.6167)
H (3.8059, 3.1960, 2.1407)
H (2.8289, 2.7830, -0.4773)
C (-1.2091, -1.3000, -3.5483)
O (-0.8791, -2.0240, -4.6503)
N (-0.4661, -0.4250, -3.0423)
N (-2.3951, -1.4010, -3.0493)
H (0.5089, -0.5360, -3.3813)
H (-0.5621, 0.0070, -2.1133)
H (-3.0631, -2.0810, -3.4553)
H (-2.7221, -1.1020, -2.1283)
C (2.0499, -4.1240, -3.0273)
O (3.2719, -4.3100, -3.5693)
N (1.1099, -5.0400, -3.0813)
N (1.7179, -2.9580, -2.5353)
H (1.4209, -5.8100, -3.7553)
H (0.1469, -4.9040, -2.5913)
H (2.3979, -2.2310, -2.5843)
H (0.7989, -2.6630, -2.1773)
C (-2.7951, 1.7800, -4.4963)
O (-3.5651, 2.5380, -5.3713)
N (-1.5771, 1.4210, -4.6793)
N (-3.1751, 1.1640, -3.3953)
H (-1.1961, 1.6390, -5.6023)
H (-1.0451, 0.7950, -4.0933)
H (-4.1381, 1.2960, -3.0103)
H (-2.6771, 0.3640, -2.9973)
C (-0.8471, -3.8040, 0.2267)
O (-0.6371, -3.5200, -1.1183)
N (-0.2441, -4.8270, 0.7127)
N (-1.7101, -3.0890, 0.9597)
H (0.4329, -5.2730, 0.1257)
H (-0.1441, -5.1280, 1.7507)
H (-2.2991, -2.3140, 0.5707)
H (-1.5791, -3.1680, 1.9347)
C (2.9039, 0.1060, -2.7993)
O (2.7329, 0.9070, -1.7533)
N (2.2319, 0.2270, -3.9213)
N (3.5599, -1.0300, -2.7423)
H (1.7429, 1.0880, -4.0903)
H (2.1539, -0.4250, -4.6633)
H (4.2609, -1.0760, -1.9583)
H (3.8279, -1.4870, -3.6133)
C (-4.4811, -0.6170, -0.5523)
O (-3.2361, -1.3470, -0.4123)
N (-5.6661, -1.0730, -0.2663)
N (-4.5671, 0.6670, -0.7853)
H (-5.5721, -1.9810, 0.1867)
H (-6.5961, -0.6920, -0.2393)
H (-3.6781, 1.2130, -0.6613)
H (-5.3271, 1.1760, -1.1933)
C (1.2389, 3.7950, 3.7067)
O (2.3949, 3.1970, 4.2727)
N (0.4179, 4.5360, 4.3317)
N (0.9519, 3.8320, 2.4237)
H (0.6779, 4.3910, 5.3307)
H (-0.6291, 4.6160, 4.2677)
H (1.5649, 3.2970, 1.8207)
H (0.0509, 4.0990, 1.9737)
C (0.6829, 3.3390, -3.0933)
O (1.2669, 2.5660, -4.0413)
N (-0.5191, 3.2210, -2.7963)
N (1.3519, 4.2550, -2.3873)
H (-1.0451, 2.4790, -3.3293)
H (-0.9581, 3.9400, -2.1423)
H (2.2439, 4.4720, -2.7243)
H (0.9209, 4.7020, -1.4693)
C (-0.1901, -3.1830, 4.6117)
O (-0.8971, -2.5990, 3.5617)
H (0.4769, -2.4450, 5.1307)
H (0.4349, -4.0240, 4.2387)
H (-0.7251, -3.5750, 5.4757)
H (-0.9941, -1.7060, 3.7887)

=====

Entry from the OMol25 dataset: a cluster of 15 separate species, C19H68N6O15 in total at a distorted geometry (ωB97M-V with the def2-TZVPD basis set).

As for the HOMO-LUMO gap: 8.79 eV. Its calculated total energy is -2221.5221 a.u. The energy above the lowest of the compared OMol25 structures with the same formula, charge and spin comes out at 40.16 kcal per mole. As for the multiplicity: 1.

Positions of all 108 atoms, in Å:
C (-1.0425, 23.3394, 3.1108)
C (-0.3516, 23.1507, 4.4257)
O (1.0324, 23.0000, 4.1768)
H (-1.2043, 22.4326, 2.5216)
H (-0.5240, 24.1275, 2.6050)
H (-1.9594, 23.7642, 3.4054)
H (-0.7184, 22.3234, 5.0187)
H (-0.4021, 23.9904, 5.0577)
H (1.1589, 22.0604, 4.1743)
C (1.4875, 22.0244, 1.0909)
C (1.7108, 20.5872, 1.5653)
O (3.0283, 20.6276, 2.1623)
H (0.5040, 22.2276, 0.6457)
H (2.1573, 22.2413, 0.2368)
H (1.7546, 22.7802, 1.7781)
H (1.6860, 19.9533, 0.6975)
H (0.8988, 20.3763, 2.2616)
H (3.0860, 20.1488, 2.9730)
C (-3.5243, 23.8487, 6.1745)
C (-4.9053, 23.2491, 6.2577)
O (-5.7955, 23.9142, 7.1054)
H (-2.7418, 23.2439, 5.9550)
H (-3.2086, 24.2781, 7.0805)
H (-3.5485, 24.6496, 5.4141)
H (-4.8283, 22.1694, 6.4620)
H (-5.4062, 23.3131, 5.3012)
H (-6.6837, 23.5568, 6.9668)
C (3.3144, 27.4739, 5.5222)
C (3.4865, 25.9535, 5.6234)
O (2.2130, 25.3100, 5.8877)
H (2.8972, 27.9793, 6.3559)
H (2.7568, 27.8407, 4.6160)
H (4.3528, 27.7834, 5.3234)
H (4.1861, 25.7366, 6.4485)
H (4.1046, 25.4532, 4.8724)
H (2.3467, 24.3941, 6.1048)
C (-6.0362, 25.8078, 3.6841)
O (-7.1470, 25.1356, 4.0931)
N (-5.8154, 27.1127, 3.8740)
N (-5.0777, 25.0512, 3.1705)
H (-6.4796, 27.7869, 4.2469)
H (-5.0923, 27.5901, 3.3585)
H (-5.1253, 23.9972, 2.9930)
H (-4.1597, 25.3920, 2.7744)
C (-0.6104, 26.5722, 6.9315)
O (-0.8390, 25.2693, 7.2939)
N (0.4839, 27.0546, 6.4367)
N (-1.5166, 27.4867, 6.9612)
H (1.1193, 26.2510, 6.2027)
H (0.6871, 27.9913, 6.0065)
H (-2.4732, 27.1533, 7.2864)
H (-1.7311, 28.2252, 6.2527)
C (2.0337, 19.8821, 4.9660)
O (0.7513, 19.6846, 4.7719)
N (2.5929, 20.8713, 5.5928)
N (2.9005, 19.1078, 4.3798)
H (1.9011, 21.2428, 6.2592)
H (3.5078, 20.6494, 6.0021)
H (2.6237, 18.3071, 3.8557)
H (3.9490, 19.0636, 4.4609)
C (0.6387, 26.3232, 3.3835)
O (1.6973, 25.5945, 2.8155)
H (0.9145, 27.2755, 3.7463)
H (0.1637, 25.8106, 4.2283)
H (-0.0679, 26.5049, 2.5889)
H (1.3008, 24.7779, 2.7521)
C (-2.3381, 26.8956, 3.7709)
O (-2.7310, 26.2591, 2.5867)
H (-1.5866, 27.7117, 3.5860)
H (-1.9176, 26.1107, 4.4917)
H (-3.2523, 27.2000, 4.3493)
H (-2.8339, 27.0156, 2.0106)
C (0.2690, 22.5992, 7.7887)
O (0.6326, 21.2393, 7.5423)
H (0.5219, 22.8315, 8.7871)
H (-0.7476, 22.7850, 7.6681)
H (0.6752, 23.3673, 7.0771)
H (0.1953, 20.7143, 8.1970)
C (4.3517, 23.2587, 3.4200)
O (4.5148, 22.2311, 4.3700)
H (4.3312, 22.8755, 2.4289)
H (5.0949, 24.0266, 3.3929)
H (3.3917, 23.7057, 3.4216)
H (3.7070, 21.6739, 4.5160)
C (-1.7757, 20.5169, -0.4414)
O (-1.9390, 19.7517, 0.6834)
H (-1.3873, 21.4795, -0.2011)
H (-2.7781, 20.6625, -0.8796)
H (-1.2825, 19.9758, -1.1907)
H (-1.3629, 19.8958, 1.3942)
C (-2.3397, 20.1948, 3.7589)
O (-3.2796, 20.9877, 4.4410)
H (-2.8741, 19.9679, 2.8676)
H (-2.3717, 19.2583, 4.1969)
H (-1.3659, 20.6840, 3.6042)
H (-3.3259, 20.6355, 5.3252)
C (-2.3346, 19.8216, 6.9888)
O (-3.7695, 19.9027, 6.9107)
H (-2.0383, 18.9037, 7.4051)
H (-1.9452, 20.5413, 7.7259)
H (-1.6510, 20.1581, 6.2532)
H (-4.0542, 19.5651, 7.7499)
C (-3.5007, 24.0291, 0.5868)
O (-2.9917, 24.8542, -0.3561)
H (-2.8653, 24.0141, 1.3730)
H (-3.6492, 23.0104, 0.2794)
H (-4.4644, 24.3231, 1.0160)
H (-3.5099, 24.9793, -1.1186)

=====

Entry from the OMol25 dataset: a cluster of 16 separate species, C19H70N10O16 in total at a distorted geometry (ωB97M-V with the def2-TZVPD basis set).

As for the HOMO-LUMO gap: 8.32 eV. Its calculated total energy is -2517.1174 a.u. The energy above the lowest of the compared OMol25 structures with the same formula, charge and spin comes out at 15.92 kcal per mole. As for the multiplicity: 1.

Positions of all 115 atoms, in Å:
C (2.3875, -0.0287, 2.2266)
C (2.8885, 0.6693, 3.5196)
O (3.8315, 1.7173, 3.1826)
H (1.6005, 0.5673, 1.8576)
H (1.8845, -0.9987, 2.3826)
H (3.1185, -0.1867, 1.4746)
H (3.2655, -0.0517, 4.1656)
H (2.0055, 1.0783, 3.9356)
H (3.4145, 2.4783, 2.7996)
C (-0.3525, -4.6957, 2.9706)
C (0.5565, -4.4757, 1.7396)
O (0.7345, -3.0877, 1.4686)
H (-1.2075, -4.1187, 2.7146)
H (0.0905, -4.2937, 3.9306)
H (-0.5855, -5.7087, 3.1016)
H (0.1685, -4.9217, 0.8586)
H (1.5735, -4.8707, 2.0066)
H (-0.0505, -2.7347, 1.1056)
C (-1.4765, 3.9893, -1.0184)
C (-0.7635, 5.1423, -0.3844)
O (-0.7015, 4.8923, 0.9896)
H (-1.7645, 4.2493, -2.0534)
H (-2.3355, 3.6403, -0.4594)
H (-0.9645, 3.0443, -1.1504)
H (-1.3035, 6.0333, -0.4564)
H (0.2255, 5.3343, -0.7484)
H (-0.0225, 4.2083, 1.1886)
C (-3.9735, 0.2893, 0.3806)
O (-3.3745, 0.7433, -0.7554)
N (-3.5375, -0.7277, 1.0996)
N (-5.1435, 0.6663, 0.8076)
H (-2.8155, -1.3457, 0.6566)
H (-3.8595, -0.8807, 2.0916)
H (-5.6575, 1.3023, 0.1846)
H (-5.8445, 0.1643, 1.4626)
C (2.4185, 2.9923, -1.2024)
O (3.2315, 4.1623, -1.0644)
N (2.4445, 2.0353, -0.3414)
N (1.6765, 2.7783, -2.2294)
H (3.1695, 2.0673, 0.3256)
H (1.8355, 1.1813, -0.4244)
H (1.6545, 3.5573, -2.9114)
H (1.1765, 1.9073, -2.4954)
C (1.8455, 3.7083, 2.5266)
O (1.6565, 3.7113, 3.9096)
N (1.0205, 3.0803, 1.7226)
N (2.8935, 4.1433, 1.9246)
H (0.1795, 2.6763, 2.2066)
H (1.3115, 2.7323, 0.7966)
H (3.5355, 4.6543, 2.5256)
H (3.0335, 4.2813, 0.8776)
C (0.8085, 0.0013, -4.3624)
O (0.4485, 0.3873, -3.0844)
N (1.8945, -0.6527, -4.6464)
N (0.0175, 0.2723, -5.3584)
H (2.6025, -0.7867, -3.8924)
H (2.1315, -1.0647, -5.5964)
H (-0.9485, 0.7253, -5.2584)
H (0.3435, 0.0613, -6.2924)
C (-1.8985, 2.1413, 2.5996)
O (-2.9185, 2.9003, 2.0876)
N (-1.1055, 2.6083, 3.5296)
N (-1.7735, 0.8623, 2.5806)
H (-1.1165, 3.6443, 3.7656)
H (-0.3555, 1.9933, 3.8366)
H (-2.5435, 0.4133, 2.0556)
H (-1.1295, 0.3203, 3.2096)
C (-0.3865, -1.4797, 4.2606)
O (-0.1315, -0.1607, 4.7476)
H (-0.5875, -2.2037, 5.1236)
H (0.5755, -1.8807, 3.8786)
H (-1.1795, -1.5317, 3.5006)
H (-0.9075, -0.0397, 5.3286)
C (0.0545, -2.9787, -2.3924)
O (-0.7305, -4.1317, -2.0604)
H (-0.5525, -2.0547, -2.5494)
H (0.5605, -3.2197, -3.2854)
H (0.7435, -2.8587, -1.5894)
H (-0.1505, -4.8997, -1.9474)
C (3.9905, -3.3337, 0.9026)
O (3.1775, -2.4967, 0.1516)
H (4.1835, -2.8537, 1.8086)
H (4.9765, -3.5117, 0.5166)
H (3.5605, -4.2937, 1.1096)
H (2.2935, -2.4837, 0.5516)
C (-2.6285, -3.7087, 0.1276)
O (-1.7375, -2.5867, -0.0314)
H (-2.1625, -4.6257, -0.1844)
H (-3.5675, -3.5197, -0.3124)
H (-2.7785, -3.8347, 1.2146)
H (-1.2715, -2.7007, -0.8204)
C (-2.0415, 2.1133, -3.6924)
O (-2.3585, 1.3263, -4.8124)
H (-2.9115, 2.7573, -3.4934)
H (-1.1875, 2.7593, -3.9674)
H (-1.8485, 1.4573, -2.8794)
H (-3.2485, 0.9403, -4.6114)
C (-3.9375, -1.7857, -2.5524)
O (-4.6285, -1.7477, -3.7074)
H (-3.0545, -1.0867, -2.5474)
H (-3.5425, -2.7647, -2.3334)
H (-4.5405, -1.4977, -1.6864)
H (-5.2695, -2.4137, -3.5614)
C (-0.2735, 0.0663, -0.1034)
O (0.9955, -0.3497, -0.6084)
H (-0.3455, -0.3627, 0.8856)
H (-0.9865, -0.3417, -0.8044)
H (-0.3665, 1.1243, -0.0734)
H (0.8735, -0.2367, -1.5534)
C (4.1815, -0.2887, -2.5944)
O (3.2605, -1.3177, -2.5284)
H (3.6935, 0.6023, -2.2304)
H (4.5275, -0.1377, -3.6394)
H (4.9795, -0.3917, -1.9274)
H (3.1345, -1.6137, -1.6244)

=====

Entry from the OMol25 dataset: a cluster of 16 separate species, C19H70N18O16 in total at a distorted geometry (ωB97M-V with the def2-TZVPD basis set).

As for the HOMO-LUMO gap: 6.73 eV. Its calculated total energy is -2955.0899 a.u. The energy above the lowest of the compared OMol25 structures with the same formula, charge and spin comes out at 140.27 kcal per mole. As for the multiplicity: 1.

Positions of all 123 atoms, in Å:
C (-3.7378, -2.1095, -2.1763)
C (-3.9388, -1.2885, -3.5143)
O (-4.2218, 0.0605, -3.4353)
H (-4.6108, -2.1815, -1.6243)
H (-2.9828, -1.6085, -1.5823)
H (-3.4718, -3.1575, -2.2713)
H (-4.8228, -1.6975, -4.0093)
H (-3.0778, -1.2675, -4.1383)
H (-3.4568, 0.5385, -3.0823)
C (-3.1608, -3.0165, 4.9357)
C (-3.3968, -1.8335, 3.9847)
O (-2.2988, -0.8745, 3.8137)
H (-2.3938, -3.7485, 4.6307)
H (-4.0968, -3.5325, 5.0237)
H (-2.8968, -2.6415, 5.9687)
H (-4.2208, -1.3575, 4.5067)
H (-3.7538, -2.1955, 3.0287)
H (-2.5868, -0.1655, 3.2797)
C (2.0732, 0.9285, -3.9043)
C (3.0412, 1.0115, -2.8023)
O (2.8382, 0.0195, -1.8803)
H (2.1902, 0.0055, -4.4883)
H (2.1652, 1.7345, -4.5563)
H (1.0442, 0.9785, -3.6303)
H (2.8762, 1.9765, -2.3433)
H (4.0482, 0.9555, -3.2313)
H (3.7082, -0.1935, -1.5223)
C (0.5982, 3.7085, -2.0693)
O (-0.0908, 4.7695, -1.5613)
N (0.6162, 2.5695, -1.4043)
N (0.9262, 3.6105, -3.3353)
H (0.2032, 2.6685, -0.4523)
H (1.0262, 1.7175, -1.7633)
H (0.7352, 4.4085, -3.9243)
H (1.5562, 2.8995, -3.6403)
C (-0.9868, -0.0845, -5.8843)
O (-1.3988, 0.6825, -6.9963)
N (-1.1588, 0.0335, -4.6413)
N (-0.2508, -1.1445, -6.0733)
H (-1.6288, 0.8655, -4.2933)
H (-0.6808, -0.6495, -4.0233)
H (-0.2228, -1.5195, -7.0263)
H (0.1622, -1.7845, -5.3023)
C (0.4442, -2.8805, 4.5477)
O (-0.1848, -3.1605, 5.7097)
N (1.6972, -3.1145, 4.4027)
N (-0.0378, -2.3105, 3.4787)
H (2.2332, -3.3415, 5.3137)
H (2.2842, -2.7505, 3.6287)
H (-1.0538, -2.0985, 3.5647)
H (0.3152, -2.5055, 2.5327)
C (-0.1908, -0.0885, 0.0257)
O (-0.8968, -0.1405, -1.1733)
N (-0.6418, 0.3475, 1.1727)
N (1.0582, -0.4095, 0.1777)
H (-1.6228, 0.5995, 1.2767)
H (-0.1228, 0.3935, 2.1287)
H (1.6432, -0.3725, -0.6613)
H (1.6192, -0.5415, 1.0527)
C (5.3462, -0.4455, 0.1107)
O (5.8352, 0.3945, 1.1307)
N (4.6242, -1.4845, 0.3407)
N (5.6592, -0.3825, -1.1393)
H (4.2832, -1.5215, 1.3337)
H (4.1852, -2.1545, -0.3853)
H (6.1132, 0.5425, -1.4103)
H (5.7092, -1.0855, -1.8513)
C (-0.0308, -2.6275, -3.5293)
O (-1.0548, -3.3805, -3.0673)
N (0.4382, -1.6245, -2.9233)
N (0.7442, -2.9115, -4.5383)
H (-0.1358, -1.3135, -2.0843)
H (1.3892, -1.3795, -3.0833)
H (0.5772, -3.9135, -4.9053)
H (1.7432, -2.6055, -4.6273)
C (-0.9758, 3.6875, 1.3437)
O (-2.3048, 3.4855, 1.4087)
N (-0.5988, 4.9665, 1.3747)
N (-0.0338, 2.7805, 1.1397)
H (-1.3218, 5.6855, 1.3467)
H (0.2982, 5.0715, 0.9707)
H (-0.3068, 1.7395, 1.0227)
H (0.9772, 2.9945, 1.2487)
C (0.0052, -3.5205, 0.5157)
O (-0.9538, -2.9425, -0.3043)
N (0.9392, -2.8575, 1.0747)
N (-0.0288, -4.6495, 1.0967)
H (0.8982, -1.8895, 0.5627)
H (1.9022, -3.2365, 1.1357)
H (-0.6258, -5.3015, 0.5837)
H (0.6212, -4.9965, 1.7837)
C (2.0512, 0.0385, 3.1867)
O (2.6702, -0.8485, 2.2817)
N (2.6092, 1.1815, 3.4937)
N (0.7652, 0.0825, 3.4067)
H (3.6642, 1.1915, 3.5177)
H (2.2142, 1.8465, 4.1547)
H (0.3922, -0.9445, 3.4577)
H (0.2462, 0.7345, 4.0027)
C (3.3792, 2.4475, 0.5227)
O (2.5702, 2.9235, 1.5557)
H (3.2512, 2.9415, -0.4033)
H (3.1432, 1.3465, 0.4457)
H (4.4582, 2.5035, 0.8907)
H (2.6842, 2.2925, 2.3437)
C (-2.6438, 2.5315, -1.7423)
O (-1.7828, 2.0355, -2.7043)
H (-3.6678, 2.1705, -1.8583)
H (-2.6138, 3.6325, -1.7893)
H (-2.1968, 2.3365, -0.7423)
H (-0.8568, 2.2255, -2.4403)
C (-1.0928, 2.4645, 4.4117)
O (-0.9778, 1.3285, 5.2737)
H (-0.0278, 2.7725, 4.3727)
H (-1.8028, 3.2475, 4.6767)
H (-1.5158, 2.0265, 3.4647)
H (-1.8138, 0.9925, 5.4927)
C (-4.0308, 0.3455, 0.6267)
O (-3.4428, 1.0205, 1.7127)
H (-5.1128, 0.6305, 0.4747)
H (-3.8788, -0.7935, 0.8917)
H (-3.5548, 0.5195, -0.3103)
H (-3.8048, 1.9335, 1.8877)